# 1
C15H16Cl5IN3RhSe3Te as an isolated structure, computed with ωB97M-V/def2-TZVPD.

The expectation value of S² is 6.021. As for the spin multiplicity: 5. The HOMO-LUMO gap (spin up / spin down) comes out at 6.745 / 5.770 eV. Its total energy is -297337.0952 eV. The value obtained for the molar mass is 1009.87 g/mol. As for the total charge: 0. As for the energy relative to the best compared isomer or geometry (same formula, charge and spin): 0.0 kJ/mol. The value obtained for the HOMO energy (spin up / spin down) is -7.1 / -7.6 eV.

```
45
Properties=species:S:1:pos:R:3:mulliken_spin:R:1
Rh -0.432 -0.316 0.795 2.1818
Se -0.670 1.598 2.484 0.5925
Se -2.729 2.489 2.561 0.3320
Te -3.997 1.683 0.538 0.2007
Se -2.383 0.263 -0.658 0.3669
Cl -3.562 -2.213 1.841 0.0062
C -2.129 -2.335 2.848 -0.0718
C -0.944 -1.802 2.380 0.1879
C 0.139 -1.956 3.217 0.0124
Cl 1.665 -1.244 2.649 0.0429
C 0.114 -2.592 4.449 0.0202
Cl 1.530 -2.742 5.417 0.0037
C -1.107 -3.103 4.888 -0.0076
Cl -1.210 -3.889 6.414 -0.0006
C -2.238 -2.971 4.082 -0.0007
Cl -3.751 -3.593 4.628 0.0037
I 2.921 -1.670 -1.099 0.0058
C 1.013 -2.390 -1.553 0.0042
C 0.823 -3.016 -2.779 0.0031
C -0.420 -3.571 -3.028 0.0013
C -1.400 -3.510 -2.051 0.0043
C -1.109 -2.855 -0.867 0.0042
N 0.077 -2.275 -0.631 0.0337
H 1.625 -3.071 -3.500 0.0005
H -0.614 -4.061 -3.973 -0.0002
H -2.377 -3.950 -2.190 0.0000
H -1.835 -2.772 -0.069 0.0012
C 2.501 3.602 -0.726 0.0052
C 1.202 3.332 -1.478 -0.0018
C 1.496 2.881 -2.911 0.0032
C 0.341 4.590 -1.499 -0.0022
N 0.410 2.348 -0.717 -0.0027
N 0.966 1.039 -0.642 0.0700
H 3.009 4.464 -1.160 0.0004
H 3.193 2.760 -0.789 -0.0013
H 2.296 3.811 0.324 0.0014
H 2.039 3.654 -3.456 0.0004
H 0.565 2.682 -3.448 0.0001
H 2.116 1.983 -2.940 -0.0015
H 0.874 5.417 -1.969 0.0001
H 0.066 4.881 -0.485 0.0006
H -0.579 4.422 -2.065 0.0003
H -0.519 2.237 -1.113 0.0053
H 1.855 1.106 -0.156 -0.0059
H 1.172 0.653 -1.563 0.0002
```



# 2
C15H16FO11V as an isolated structure, computed with ωB97M-V/def2-TZVPD.

The expectation value of S² is 6.034. As for the spin multiplicity: 5. The HOMO-LUMO gap (spin up / spin down) comes out at 6.094 / 4.805 eV. Its total energy is -66740.9964 eV. The value obtained for the molar mass is 442.22 g/mol. As for the total charge: -2. As for the energy relative to the best compared isomer or geometry (same formula, charge and spin): 130.9 kJ/mol. The value obtained for the HOMO energy (spin up / spin down) is -1.9 / -2.0 eV.

```
44
Properties=species:S:1:pos:R:3:mulliken_spin:R:1
V -0.578 -1.648 -1.113 3.0120
F -0.859 -1.713 0.995 -0.0030
C 3.206 -0.173 -1.532 0.0008
C 2.077 -1.000 -1.794 -0.0055
C 1.268 -0.721 -3.086 -0.0038
O 0.118 -1.239 -3.034 -0.0122
C 1.631 0.357 -3.912 0.0005
C 2.722 1.187 -3.643 -0.0036
C 3.508 0.851 -2.420 0.0024
O 4.449 1.612 -2.059 0.0102
O 2.806 2.272 -4.243 0.0086
O 1.420 -1.666 -0.930 -0.0182
H 3.868 -0.374 -0.706 0.0004
H 0.961 0.634 -4.715 0.0041
C 0.666 2.428 -1.039 0.1733
C 0.628 3.718 -1.529 0.0087
C -0.657 4.264 -2.132 0.0403
O -0.787 5.377 -2.690 0.2292
C -1.823 3.481 -2.111 0.4202
C -1.819 2.155 -1.578 0.0358
C -0.486 1.569 -1.056 -0.0899
O -0.465 0.379 -0.696 0.0054
O -2.814 1.440 -1.594 0.1244
O 1.669 4.399 -1.564 0.0387
H 1.523 1.951 -0.586 0.0142
H -2.713 3.800 -2.633 0.0011
C 0.295 1.206 2.728 0.0017
O -0.984 0.557 2.603 -0.0009
H 0.767 0.861 3.651 0.0005
H 0.862 1.172 1.801 -0.0002
H 0.019 2.244 2.941 -0.0008
H -0.795 -0.242 2.075 0.0001
C 0.214 -4.918 3.403 0.0001
O -0.942 -4.615 2.632 0.0001
H 1.029 -5.444 2.903 0.0000
H 0.453 -4.085 4.068 0.0000
H -0.059 -5.671 4.159 0.0000
H -0.576 -3.949 2.029 0.0044
C -3.510 -1.798 3.047 -0.0012
O -3.412 -1.408 1.685 -0.0003
H -4.519 -2.135 3.286 -0.0003
H -2.792 -2.605 3.243 0.0003
H -3.113 -0.972 3.653 0.0000
H -2.456 -1.541 1.492 0.0023
```



# 3
C15H16N4O3SSbSe4Zn as an isolated structure, computed with ωB97M-V/def2-TZVPD.

The HOMO-LUMO gap comes out at 6.688 eV. Its total energy is -355094.4275 eV. The value obtained for the molar mass is 835.38 g/mol. As for the total charge: -1. As for the energy relative to the best compared isomer or geometry (same formula, charge and spin): 206.6 kJ/mol. The value obtained for the HOMO energy is -4.5 eV.

```
45
Properties=species:S:1:pos:R:3:nbo_charge:R:1
Zn 0.429 -1.995 -0.607 1.6282
Se 3.875 -2.926 -0.249 -0.4463
Sb 3.057 -2.247 2.110 0.9977
Se 2.221 -4.738 -0.563 0.7868
Se 1.760 -5.544 1.457 -0.5347
Se 4.541 -0.473 2.705 -0.7661
C -0.672 4.753 4.308 -0.6293
C -0.430 3.410 3.673 0.0030
C -1.300 2.344 3.894 -0.2212
C -1.073 1.109 3.309 -0.1604
C 0.038 0.949 2.492 -0.3774
C 0.927 1.985 2.264 -0.1081
C 0.681 3.213 2.856 -0.2323
S 0.271 -0.631 1.760 2.2978
O 1.526 -0.603 0.949 -1.0262
O 0.316 -1.564 2.856 -0.9304
N -0.910 -1.030 0.802 -1.0340
C -1.438 -0.255 -0.255 0.3435
C -1.573 1.139 -0.274 -0.2975
C -2.185 1.726 -1.363 -0.1476
C -2.651 0.936 -2.405 -0.2954
C -2.434 -0.425 -2.315 0.0721
N -1.843 -1.005 -1.277 -0.4732
H -1.602 4.760 4.876 0.2126
H -0.728 5.536 3.550 0.2190
H 0.143 5.011 4.986 0.2226
H -2.169 2.481 4.527 0.2109
H -1.740 0.273 3.478 0.2398
H 1.801 1.821 1.645 0.2499
H 1.363 4.036 2.679 0.2135
H -1.199 1.742 0.539 0.2238
H -2.292 2.804 -1.401 0.2092
H -3.151 1.365 -3.262 0.2132
H -2.736 -1.096 -3.113 0.1943
C 0.643 -1.563 -5.285 -0.5955
C 1.080 -2.801 -4.514 -0.4774
C 0.910 -2.620 -3.021 0.4738
N 0.978 -1.556 -2.384 -1.0078
H 0.842 -1.679 -6.353 0.1893
H 1.177 -0.690 -4.913 0.2260
H -0.424 -1.381 -5.147 0.1966
H 2.138 -3.007 -4.698 0.2131
H 0.520 -3.685 -4.825 0.2106
O 0.672 -3.917 -2.469 -0.4702
N 0.638 -3.965 -1.020 -0.8165
```



# 4
One molecule with the formula C15H16N4O6, computed with ωB97M-V/def2-TZVPD.

The HOMO-LUMO gap comes out at 9.154 eV. Its total energy is -34059.3728 eV. The value obtained for the molar mass is 348.31 g/mol. As for the total charge: 0. As for the energy relative to the best compared isomer or geometry (same formula, charge and spin): 0.0 kJ/mol. The value obtained for the HOMO energy is -8.9 eV.

```
41
Properties=species:S:1:pos:R:3:nbo_charge:R:1
C 6.065 1.808 0.026 -0.2687
O 5.017 0.894 -0.270 -0.4965
C 4.798 -0.084 0.616 0.7733
O 5.468 -0.298 1.587 -0.5562
C 3.609 -0.865 0.205 0.0024
N 3.534 -2.209 0.236 -0.1950
N 2.389 -2.577 -0.185 -0.0389
N 1.677 -1.511 -0.518 -0.1346
C 0.320 -1.637 -0.947 -0.3211
C -0.614 -0.806 -0.038 0.6906
O -0.194 -0.154 0.885 -0.5929
N -1.905 -0.907 -0.430 -0.5965
C -3.039 -0.292 0.128 0.1675
C -2.972 0.576 1.214 -0.2769
C -4.140 1.138 1.692 -0.1625
C -5.370 0.858 1.120 -0.3464
C -5.437 -0.010 0.035 0.3980
O -6.577 -0.367 -0.615 -0.5085
C -7.802 0.160 -0.163 -0.2542
C -4.264 -0.579 -0.455 -0.3156
C 2.396 -0.383 -0.288 0.0324
C 1.926 0.997 -0.468 0.7894
O 2.334 1.941 0.150 -0.5532
O 0.997 1.080 -1.440 -0.5246
C 0.439 2.372 -1.639 -0.2632
H 6.495 2.117 -0.924 0.1925
H 5.647 2.670 0.549 0.1939
H 6.816 1.326 0.655 0.2110
H 0.069 -2.699 -0.883 0.2536
H 0.216 -1.289 -1.980 0.2384
H -2.109 -1.505 -1.219 0.3997
H -2.026 0.799 1.674 0.2549
H -4.094 1.810 2.535 0.2185
H -6.258 1.316 1.524 0.2212
H -7.825 1.251 -0.243 0.1774
H -8.563 -0.264 -0.817 0.2022
H -8.009 -0.135 0.870 0.1784
H -4.337 -1.250 -1.298 0.2120
H 1.232 3.110 -1.770 0.2032
H -0.177 2.304 -2.532 0.1955
H -0.166 2.651 -0.774 0.1993
```



# 5
C15H17AuF6N3O7PS3 as an isolated structure, computed with ωB97M-V/def2-TZVPD.

The HOMO-LUMO gap comes out at 6.201 eV. Its total energy is -96408.5077 eV. The value obtained for the molar mass is 789.45 g/mol. As for the total charge: +2. As for the energy relative to the best compared isomer or geometry (same formula, charge and spin): 0.0 kJ/mol. The value obtained for the HOMO energy is -14.4 eV.

```
53
Properties=species:S:1:pos:R:3:nbo_charge:R:1
Au -0.022 0.739 -1.404 1.1478
F 0.493 5.578 -2.454 -0.2613
C 0.938 4.361 -2.280 0.7572
F 2.236 4.286 -2.514 -0.2843
F 0.693 3.952 -1.029 -0.3143
S 0.070 3.205 -3.439 2.2354
O 0.615 1.850 -2.969 -1.0012
O 0.486 3.503 -4.751 -0.8035
N -1.447 3.353 -3.182 -1.1863
S -2.339 2.552 -2.165 2.1964
O -3.111 1.515 -2.752 -0.8539
O -1.529 2.137 -0.971 -1.0046
C -3.429 3.877 -1.449 0.7932
F -4.177 4.355 -2.413 -0.2634
F -4.162 3.306 -0.514 -0.2773
F -2.659 4.813 -0.933 -0.2790
C 2.659 -2.943 -1.111 -0.2508
O 1.803 -1.747 -0.944 -0.8292
P 1.633 -0.688 -2.051 2.1646
O 1.229 -1.380 -3.358 -0.8211
C 1.375 -0.877 -4.742 -0.2376
O 2.923 0.114 -2.337 -0.8122
C 3.622 0.976 -1.383 -0.2518
H 3.602 -2.659 -1.571 0.2102
H 2.117 -3.658 -1.721 0.2242
H 2.818 -3.316 -0.107 0.2321
H 0.507 -0.269 -4.971 0.2146
H 1.405 -1.769 -5.356 0.2372
H 2.297 -0.309 -4.818 0.2175
H 4.494 1.340 -1.914 0.2475
H 3.915 0.393 -0.514 0.2082
H 2.975 1.808 -1.110 0.1992
S -2.707 -2.611 3.442 0.4624
C -1.876 -1.763 2.194 -0.0935
C -0.589 -1.211 2.308 -0.2730
C -0.038 -0.550 1.244 0.0796
N -0.700 -0.412 0.077 -0.5069
C -1.942 -0.933 -0.059 0.0512
C -2.542 -1.610 0.962 -0.2383
C -1.547 -2.547 4.790 -0.1870
C -1.570 -1.478 5.673 -0.2579
C -0.652 -1.486 6.716 0.0546
N 0.230 -2.462 6.906 -0.3654
C 0.220 -3.490 6.064 0.0532
C -0.651 -3.586 4.985 -0.2589
H -0.025 -1.290 3.226 0.2711
H 0.948 -0.111 1.308 0.2278
H -2.445 -0.782 -1.006 0.2452
H -3.536 -2.011 0.813 0.2666
H -2.281 -0.670 5.566 0.2413
H -0.632 -0.672 7.432 0.2183
H 0.937 -4.279 6.259 0.2169
H -0.633 -4.448 4.332 0.2394
```



Computed maximum force (eV Å⁻¹) in order:
0.6 4.7 0.8 1.4 0.3